No. 1
Computed, not measured: an isolated molecule of C3H7NS, with the ωB97M-V functional and the def2-TZVPD basis.

```
12
Properties=species:S:1:pos:R:3:forces:R:3
C 1.8638 0.7869 -0.4382 -1.83 2.05 -4.91
C 1.1616 -0.0182 0.6677 3.47 -1.05 3.53
C -0.1877 -0.4420 0.2841 -3.81 0.49 -0.99
N -0.8180 -1.4304 0.9941 7.05 1.42 4.72
S -1.1091 0.5641 -0.8085 0.75 -2.10 1.27
H 1.8090 0.2794 -1.6638 0.01 0.66 4.04
H 0.7959 1.4919 -0.6338 3.82 -0.72 0.09
H 2.9795 1.2909 -0.5692 -3.17 -1.24 1.63
H 1.8920 -0.8530 1.1210 -1.93 1.08 -1.25
H 0.9194 0.5314 1.7314 0.83 -0.41 -2.64
H -0.3654 -1.7680 2.0073 -0.94 1.32 -3.83
H -1.5847 -1.9458 0.9024 -4.25 -1.49 -1.66
```
Forces are in eV/Å.

Computed properties:
- DFT total energy (eV) = -15546.1781
- SMILES = CCC(N)=S
- gap between HOMO and LUMO (eV) = 8.23
- energy relative to the best compared isomer or geometry (same formula, charge and spin) (eV) = 3.4671
- largest force on an atom (eV/Å) = 8.602
- E_HOMO (eV) = -8.1


No. 2
Computed, not measured: an isolated molecule of C2H2F4OP2, with the ωB97M-V functional and the def2-TZVPD basis.

```
11
Properties=species:S:1:pos:R:3:forces:R:3
O 0.3738 0.8859 -1.7596 0.18 -0.28 0.58
C 0.4612 0.5031 -0.6257 -0.03 0.35 -0.51
P -0.5260 1.0591 0.8508 -0.84 0.78 -0.32
F -1.1517 2.3911 0.1747 0.38 -0.04 0.17
P -2.2710 -0.1687 0.4023 -1.29 2.34 -0.41
C 1.5298 -0.4614 -0.1031 1.16 -0.82 -0.26
F 0.9537 -1.4960 0.5116 -0.63 -0.44 0.16
F 2.2336 0.1742 0.8333 0.40 0.53 0.29
F 2.4012 -0.9624 -0.9770 -0.38 0.33 -0.36
H -1.9399 -0.8981 -0.6911 0.63 -0.88 -0.88
H -2.0647 -1.0269 1.3839 0.43 -1.86 1.54
```
Forces are in eV/Å.

Computed properties:
- DFT total energy (eV) = -33600.9889
- SMILES = O=C(P(F)#[PH2])C(F)(F)F
- gap between HOMO and LUMO (eV) = 9.52
- energy relative to the best compared isomer or geometry (same formula, charge and spin) (eV) = 0.0000
- largest force on an atom (eV/Å) = 2.703
- E_HOMO (eV) = -10.1